Entry 1:
This record from the Open Molecules 2025 dataset describes a molecular structure, C36H31GeMoN3O2S. The level of theory is ωB97M-V/def2-TZVPD.

```
75
C36H31GeMoN3O2S (ωB97M-V/def2-TZVPD)
Mo -0.33642 0.81198 0.67806
C 3.28214 -4.97736 -3.15286
C 3.24172 -3.59518 -2.56577
C 2.08970 -2.81672 -2.66134
C 2.04083 -1.55023 -2.10833
C 3.15242 -1.04352 -1.45166
C 4.31036 -1.79738 -1.34849
C 4.34841 -3.06602 -1.90641
S 3.06275 0.56241 -0.70466
O 4.31667 0.80546 -0.04516
O 2.61215 1.51399 -1.68983
N 1.83492 0.41210 0.34203
C 1.98929 -0.26921 1.52867
C 3.12986 -0.78614 2.15405
C 2.96298 -1.44356 3.35533
C 1.70542 -1.58031 3.94026
C 0.62663 -1.03992 3.27350
N 0.77215 -0.41890 2.10396
H 2.33872 -5.21964 -3.64032
H 3.46480 -5.72606 -2.37973
H 4.08108 -5.07207 -3.89001
H 1.21376 -3.20881 -3.16372
H 1.13059 -0.97108 -2.19139
H 5.17089 -1.38537 -0.83845
H 5.25741 -3.65022 -1.82273
H 4.10654 -0.65744 1.71251
H 3.83521 -1.85451 3.84824
H 1.56770 -2.09174 4.88095
H -0.38702 -1.09996 3.64728
C -0.62696 5.72740 -0.05109
C 0.28595 4.95102 -0.74289
C 0.30541 3.58561 -0.52074
N -0.52871 2.99030 0.34500
C -1.41524 3.74469 1.01002
C -1.49272 5.11211 0.84155
H -0.66871 6.79782 -0.20333
H 0.97968 5.38230 -1.44994
H 1.00843 2.93994 -1.03176
H -2.07707 3.21245 1.67977
H -2.22422 5.67930 1.39896
C -1.72777 0.01582 0.04657
Ge -2.38911 -0.59567 -1.64953
C -1.74968 -2.42151 -1.98914
C -1.91099 -3.01260 -3.24158
C -1.45482 -4.30059 -3.48719
C -0.82781 -5.02045 -2.47746
C -0.65214 -4.44128 -1.22853
C -1.10720 -3.15050 -0.99204
C -4.34890 -0.55521 -1.80131
C -5.09928 -1.72553 -1.86202
C -6.48445 -1.68354 -1.96080
C -7.14180 -0.46304 -2.00188
C -6.40640 0.71443 -1.94259
C -5.02440 0.66342 -1.84382
C -1.68933 0.61518 -3.00941
C -2.42276 0.97928 -4.13655
C -1.88497 1.83233 -5.09058
C -0.60035 2.32528 -4.93582
C 0.14662 1.96487 -3.82231
C -0.40958 1.12349 -2.86776
H -2.39766 -2.46730 -4.04400
H -1.59146 -4.74222 -4.46652
H -0.47590 -6.02710 -2.66666
H -0.15579 -4.98826 -0.43647
H -0.95759 -2.69937 -0.01588
H -4.60270 -2.68978 -1.83445
H -7.04670 -2.60785 -2.00617
H -8.22087 -0.42768 -2.08076
H -6.90898 1.67304 -1.97486
H -4.46346 1.59170 -1.80026
H -3.43140 0.60496 -4.27629
H -2.47169 2.10869 -5.95788
H -0.17659 2.98374 -5.68382
H 1.16203 2.31884 -3.69234
H 0.19615 0.84293 -2.01219
```

Summary:
- E_HOMO (alpha / beta): -6.83 / -8.15 eV
- Frontier orbital gap (alpha / beta): 6.85 / 8.20 eV
- LUMO (alpha / beta): 0.0 / 0.0 eV
- DFT total energy: -115605.403 eV
- Spin multiplicity: 3
- Maximum force: 0.75 eV/Å
- Relative energy (zero: lowest compared OMol25 entry of this formula, charge and spin): 4.5 kcal/mol



Entry 2:
This record from the Open Molecules 2025 dataset describes a molecular structure, C30H55BInO2P2. The level of theory is ωB97M-V/def2-TZVPD.

```
91
C30H55BInO2P2 (ωB97M-V/def2-TZVPD)
In -2.06327 1.02420 -2.03066
C 0.11486 0.80416 2.72768
C -0.83888 -0.15815 2.30851
C 1.15521 -0.65330 1.29243
C 1.35170 0.48989 2.10795
C -0.19646 -1.05434 1.41345
C -0.12995 1.94130 3.65164
H -0.94086 1.70274 4.35114
H -0.42222 2.85295 3.10207
H 0.77211 2.17637 4.23193
C 2.63054 1.22042 2.26974
H 2.63100 1.81760 3.18914
H 2.82629 1.90553 1.42960
H 3.47510 0.51938 2.32204
C 2.17280 -1.33134 0.45077
H 3.18371 -0.96373 0.67919
H 1.96722 -1.17349 -0.62239
H 2.16976 -2.41990 0.62929
C -0.80819 -2.20730 0.70519
H -0.13252 -3.07560 0.72148
H -1.02611 -1.97440 -0.35121
H -1.74499 -2.50625 1.18926
C -2.24524 -0.22674 2.76964
H -2.28852 -0.27970 3.86881
H -2.74205 -1.11522 2.36506
H -2.81980 0.65983 2.46055
C -2.97739 2.21183 -3.41994
C -2.65374 3.04270 -2.30722
C -3.92062 3.70202 -1.71535
C -4.31450 2.79589 -0.53593
C -3.28993 1.62416 -0.54293
C -3.85118 0.46680 -1.15571
C -4.89507 0.71706 -2.23516
C -4.39882 1.65765 -3.50225
H -4.72440 3.78120 -2.44704
H -5.34259 2.44068 -0.65135
H -3.70692 4.73341 -1.40252
H -5.07707 2.52436 -3.66387
H -2.31729 2.41365 -4.28422
H -1.73484 3.71784 -2.43283
H -4.43113 1.03908 -4.41519
H -5.11964 -0.27122 -2.66841
H -3.87974 -0.37333 -0.45813
H -5.80281 1.17065 -1.76619
H -4.29210 3.36746 0.40382
H -2.73095 1.52703 0.46213
P -1.74664 3.96649 0.15429
P -2.43457 -3.91346 -3.40168
C -1.91672 -1.01748 -3.27744
C -2.97628 -2.06028 -3.07786
H -0.92378 -1.39452 -2.98755
H -1.84541 -0.73019 -4.34422
H -3.18272 -2.12937 -1.99708
H -3.95110 -1.86968 -3.57658
C -1.11877 -3.76059 -4.70376
H -0.75291 -4.79955 -4.78219
H -0.26338 -3.12589 -4.41846
H -1.50304 -3.44731 -5.68830
C -3.82524 -4.36235 -4.51730
H -3.70692 -3.87521 -5.49662
H -4.77229 -4.08359 -4.02998
H -3.74610 -5.45647 -4.61619
C -0.10901 3.19402 0.15576
H 0.47506 3.68662 0.98950
H 0.31690 3.26814 -0.87990
H -0.19073 2.07423 0.32309
C -2.31759 5.37071 1.03151
H -2.14128 5.16683 2.10340
H -3.39199 5.60430 0.86178
H -1.67733 6.14517 0.56572
C 2.93199 1.78422 -1.48865
C 2.18324 1.72684 -2.81034
C 2.85501 2.72530 -3.71402
O 0.80045 2.09847 -2.63166
B 0.16227 0.85391 -2.48545
O 0.95006 -0.27962 -2.72913
C 2.10899 0.26749 -3.38596
C 1.88454 0.25343 -4.90233
C 3.32026 -0.59675 -3.13776
H 2.80225 2.76443 -1.02069
H 4.01756 1.63695 -1.62387
H 2.54829 1.05406 -0.76927
H 2.76468 3.74213 -3.33309
H 3.92676 2.52570 -3.81354
H 2.44005 2.76202 -4.71845
H 2.80343 0.49760 -5.46463
H 1.57078 -0.75212 -5.19914
H 1.06314 0.91428 -5.20124
H 3.64515 -0.64407 -2.09889
H 3.12507 -1.63388 -3.42375
H 4.17892 -0.24405 -3.72686
```

Summary:
- E_HOMO (alpha / beta): -9.32 / -9.43 eV
- Frontier orbital gap (alpha / beta): 5.08 / 5.17 eV
- LUMO (alpha / beta): -4.2 / -4.3 eV
- DFT total energy: -60509.647 eV
- Spin multiplicity: 1
- Maximum force: 9.80 eV/Å
- Total charge: +1
- Relative energy (zero: lowest compared OMol25 entry of this formula, charge and spin): 230.9 kcal/mol



Entry 3:
This record from the Open Molecules 2025 dataset describes 15 unconnected molecules or ions with the total composition C30H95N25O15. The level of theory is ωB97M-V/def2-TZVPD.

```
165
C30H95N25O15 (ωB97M-V/def2-TZVPD)
C -0.40756 -4.40173 -3.25368
C -0.41863 -3.03608 -3.97288
C -0.02954 -3.09949 -5.51907
O 1.14378 -3.68603 -6.02373
C 2.30597 -3.17550 -5.39044
N -1.86183 -2.67802 -3.70333
H -0.49689 -4.13906 -2.19958
H 0.51641 -4.93914 -3.46715
H -1.22146 -5.03694 -3.60321
H 0.21930 -2.36297 -3.40011
H -0.20441 -2.12789 -5.98115
H -0.75840 -3.64453 -6.11892
H 3.22544 -3.64031 -5.74630
H 2.28027 -3.21827 -4.30158
H 2.31160 -2.12868 -5.69413
H -2.12860 -2.73759 -2.73101
H -2.21197 -1.81752 -4.09961
C -4.38669 4.49263 2.18211
C -4.54699 3.40745 1.12797
C -3.33898 3.43884 0.11428
O -3.70443 2.80885 -1.11335
C -2.80506 3.13497 -2.24313
N -4.56181 2.14547 1.81246
H -3.47662 4.44167 2.77984
H -5.28693 4.39678 2.78913
H -4.48710 5.46506 1.70005
H -5.51549 3.50714 0.63790
H -2.49518 2.94877 0.60000
H -2.97900 4.45585 -0.04129
H -1.82263 2.72700 -2.00544
H -2.78362 4.17126 -2.58039
H -3.26099 2.58577 -3.06691
H -5.39096 2.06719 2.38384
H -4.69428 1.47977 1.06454
C 1.41642 2.49368 -0.67753
C 2.92471 2.22811 -0.51978
C 3.57348 3.23640 0.51955
O 3.36954 4.54599 0.13207
C 3.70114 5.52811 1.15363
N 3.02584 0.78687 -0.18833
H 0.78237 2.31278 0.19043
H 1.10171 1.78274 -1.44147
H 1.19292 3.48907 -1.06138
H 3.39858 2.37157 -1.49084
H 4.62763 3.00719 0.67557
H 3.10413 3.11832 1.49621
H 2.97583 5.51543 1.96719
H 3.52005 6.50189 0.69860
H 4.71969 5.40601 1.52207
H 2.19167 0.45673 0.27565
H 3.02914 0.24492 -1.04061
C -1.15499 0.08116 -1.42614
C -1.39349 -1.05107 -0.42042
C -0.73518 -0.71342 0.92296
O 0.70746 -0.67086 0.98407
C 1.38518 -1.96283 0.74936
N -2.80318 -1.15213 -0.34130
H -1.90481 0.02272 -2.21510
H -0.16952 -0.06065 -1.86982
H -1.08649 1.07683 -0.98791
H -1.23553 -2.00442 -0.92468
H -1.04702 -1.33316 1.76365
H -1.17376 0.26397 1.12411
H 2.41963 -1.98061 1.09242
H 1.57666 -2.19956 -0.29725
H 0.87884 -2.80062 1.22878
H -3.11837 -0.20193 -0.20754
H -3.03821 -1.61798 0.52348
C -0.34022 6.33410 -0.06825
C -0.56241 6.69764 1.45967
C -0.11140 5.75568 2.57811
O -0.68145 4.49573 2.22390
C -0.04450 3.40241 2.94522
N 0.12535 7.96588 1.68530
H -0.33094 7.06844 -0.87371
H -1.04192 5.57400 -0.41171
H 0.65493 5.90156 -0.17160
H -1.61508 6.97172 1.52938
H -0.56459 5.84458 3.56544
H 0.97508 5.68628 2.63138
H -0.10174 3.46698 4.03180
H 1.00812 3.34019 2.66913
H -0.58621 2.48630 2.70985
H 1.13527 7.95276 1.68511
H -0.03587 8.50611 0.84729
C -2.56631 1.29146 4.60140
O -2.07401 0.92623 5.64851
N -2.59213 0.63001 3.48907
N -3.08347 2.42114 4.29665
H -3.10160 0.98300 2.69161
H -2.14867 -0.27742 3.48758
H -3.51400 2.49932 3.38635
H -3.17044 3.12183 5.01885
C -5.45355 -0.26187 -2.44676
O -5.50597 -1.47942 -2.60346
N -5.01790 0.54946 -3.29218
N -5.93157 0.37583 -1.36204
H -5.23465 1.51799 -3.10490
H -4.39123 0.12648 -3.96186
H -5.95702 1.38530 -1.34105
H -6.07987 -0.10007 -0.48362
C 5.80910 0.27185 2.03685
O 6.75908 0.01418 2.73490
N 4.71015 0.80467 2.44264
N 5.47820 -0.35570 0.91017
H 3.96980 0.73556 1.75911
H 4.69373 1.33600 3.30142
H 6.07743 -1.06591 0.51441
H 4.52723 -0.26155 0.58324
C -3.26282 -4.14500 2.15756
O -3.41926 -2.97117 2.02331
N -2.08549 -4.60027 2.33745
N -4.15036 -5.03738 1.97957
H -2.10986 -5.60747 2.26634
H -1.18350 -4.15482 2.42737
H -4.00096 -6.03597 2.00401
H -5.04763 -4.68660 1.67630
C 0.27839 -2.29405 4.34276
O 0.22921 -3.40809 3.72136
N -0.54859 -1.89002 5.28195
N 1.13226 -1.34226 4.17484
H -1.33540 -2.49784 5.45966
H -0.53848 -0.97447 5.70830
H 1.67845 -1.32593 3.32542
H 0.98269 -0.46670 4.65559
C 4.57771 -1.77009 -2.32620
O 3.45471 -1.30723 -2.33282
N 5.47119 -1.28055 -3.17361
N 5.12273 -2.66102 -1.57940
H 5.18405 -0.59743 -3.85990
H 6.43111 -1.59382 -3.15066
H 4.65009 -3.30674 -0.96316
H 6.12877 -2.73192 -1.52498
C 2.21743 -5.15662 0.08721
O 3.17180 -4.47148 0.24204
N 1.46677 -5.53657 1.08303
N 1.68211 -5.51323 -1.03723
H 1.84161 -5.30221 1.99114
H 0.55470 -5.95876 0.98310
H 0.75051 -5.90032 -1.08612
H 2.13465 -5.19902 -1.88374
C 1.66312 1.98108 -4.13598
O 0.62175 2.61593 -4.04192
N 2.86614 2.44264 -4.42421
N 1.75002 0.70087 -4.04073
H 2.93735 3.44479 -4.52782
H 3.60273 1.93250 -4.89035
H 0.91132 0.23116 -3.73080
H 2.64420 0.23372 -4.08883
C 7.06359 -3.65376 0.81605
O 7.44770 -2.77252 0.07478
N 5.83608 -3.99975 1.12346
N 7.93892 -4.45496 1.43134
H 5.68306 -4.75466 1.77676
H 5.03714 -3.42527 0.89595
H 7.53232 -5.00242 2.17637
H 8.93318 -4.28326 1.47675
C -6.57727 -3.15153 0.27897
O -6.96978 -3.85952 1.22113
N -7.41654 -2.43521 -0.41740
N -5.39006 -2.93950 -0.14280
H -8.38960 -2.64118 -0.24176
H -6.98630 -1.96794 -1.20267
H -4.59891 -3.32883 0.34976
H -5.17231 -2.35252 -0.93535
```

Summary:
- E_HOMO: -8.69 eV
- Frontier orbital gap: 8.87 eV
- LUMO: 0.2 eV
- DFT total energy: -100617.985 eV
- Spin multiplicity: 1
- Maximum force: 6.41 eV/Å
- Relative energy (zero: lowest compared OMol25 entry of this formula, charge and spin): 144.0 kcal/mol



Entry 4:
This record from the Open Molecules 2025 dataset describes 2 unconnected molecules or ions with the total composition C2H10N6. The level of theory is ωB97M-V/def2-TZVPD.

```
18
C2H10N6 (ωB97M-V/def2-TZVPD)
C 8.75504 0.07206 0.07272
C -3.90490 -0.36614 0.22838
N 8.60127 0.77432 1.24994
N 8.47086 -0.60730 -0.97556
N -5.09370 -0.58581 0.83295
N -2.95049 -1.31302 0.16365
N -3.69820 0.72854 -0.47524
N -4.82402 1.45857 -0.89414
H 9.13306 0.83612 2.13232
H 8.97329 -0.57885 -1.82494
H 7.89037 -1.39696 -0.77643
H -5.26056 -1.10805 1.72656
H -5.83093 0.16246 0.83986
H -2.82062 -1.88848 0.99536
H -2.05324 -1.23089 -0.40937
H -5.70439 1.30121 -0.27396
H -4.62156 2.55722 -0.74757
H -5.06128 1.18501 -1.86452
```

Summary:
- E_HOMO: -15.21 eV
- Frontier orbital gap: 7.71 eV
- LUMO: -7.5 eV
- DFT total energy: -11157.612 eV
- Spin multiplicity: 1
- Maximum force: 11.42 eV/Å
- Total charge: +2
- Relative energy (zero: lowest compared OMol25 entry of this formula, charge and spin): 27.4 kcal/mol



Entry 5:
This record from the Open Molecules 2025 dataset describes 5 unconnected molecules or ions with the total composition H10O5. The level of theory is ωB97M-V/def2-TZVPD.

```
15
H10O5 (ωB97M-V/def2-TZVPD)
O 0.05931 2.90699 -0.24442
H -0.61448 2.85149 0.43318
H 0.82662 2.48790 0.14524
O -1.83063 0.29162 -0.38209
H -2.52599 0.32325 0.27495
H -2.13222 -0.35542 -1.01975
O 0.58317 -0.10704 0.60215
H 1.17760 -0.40321 -0.08717
H -0.09275 0.38839 0.13966
O 1.78569 -0.51834 -2.04127
H 2.21567 -1.36879 -2.13118
H 2.50441 0.10257 -1.92234
O -0.83524 -1.97366 2.33824
H -0.85582 -2.92850 2.27423
H -0.26534 -1.69725 1.62057
```

Summary:
- E_HOMO: -10.80 eV
- Frontier orbital gap: 11.25 eV
- LUMO: 0.4 eV
- SMILES: O.O.O.O.O
- DFT total energy: -10399.848 eV
- Spin multiplicity: 1
- Maximum force: 1.17 eV/Å
- Relative energy (zero: lowest compared OMol25 entry of this formula, charge and spin): 23.1 kcal/mol



Entry 6:
This record from the Open Molecules 2025 dataset describes 2 unconnected molecules or ions with the total composition CH2O3. The level of theory is ωB97M-V/def2-TZVPD.

```
6
CH2O3 (ωB97M-V/def2-TZVPD)
C -0.56852 -0.22729 -0.07778
H 1.36915 -0.46216 0.40775
H 0.79053 1.25244 0.30312
O 0.64049 -0.80328 -0.28669
O -0.61005 1.02799 -0.24493
O -1.62160 -0.78770 -0.10148
```

Summary:
- E_HOMO: -10.86 eV
- Frontier orbital gap: 8.83 eV
- LUMO: -2.0 eV
- DFT total energy: -7208.415 eV
- Spin multiplicity: 1
- Maximum force: 8.20 eV/Å
- Relative energy (zero: lowest compared OMol25 entry of this formula, charge and spin): 95.3 kcal/mol



Entry 7:
This record from the Open Molecules 2025 dataset describes 4 unconnected molecules or ions with the total composition C10H18N2O5. The level of theory is ωB97M-V/def2-TZVPD.

```
35
C10H18N2O5 (ωB97M-V/def2-TZVPD)
C -0.79912 -0.12237 -0.53222
C -0.30684 -0.55903 0.97127
C -2.30125 0.03307 -0.61699
C -3.10203 -1.24305 -0.36709
C -3.07151 1.14899 0.20949
C -2.47011 2.51676 0.06018
C 2.12955 -0.13388 0.51996
C 2.71428 -1.51592 0.06790
C 3.20630 0.72779 1.24032
C 3.81914 1.40445 -0.08229
H -0.31650 -1.08640 -2.42748
H -1.30328 -1.95017 -1.17388
H -0.34644 0.74764 -0.89622
H -2.36191 0.29889 -1.58282
H -4.27381 -0.70239 0.69512
H -2.17684 -2.25591 0.32573
H -3.65662 -1.87688 -1.63140
H -2.96737 0.53653 1.24885
H -4.21625 1.01005 -0.17692
H -2.90826 3.15552 0.84046
H -1.28031 2.44472 -0.02379
H -2.84979 2.82930 -0.98728
H 1.13672 -1.42015 1.98638
H 1.73824 0.29037 -0.35215
H 2.66748 1.48124 2.01678
H 4.01577 0.32076 1.91634
H 4.87976 -0.16626 -0.59940
H 0.99595 -2.13871 -0.65141
N -0.49296 -1.27979 -1.32409
N 0.94604 -0.56491 1.25024
O -1.09844 -0.97750 1.83865
O 3.96491 -1.79631 0.08921
O 3.34804 2.45442 -0.55884
O 4.81941 0.86626 -0.76734
O 1.91807 -2.47713 -0.52523
```

Summary:
- E_HOMO: -9.82 eV
- Frontier orbital gap: 9.96 eV
- LUMO: 0.1 eV
- DFT total energy: -23871.310 eV
- Spin multiplicity: 1
- Maximum force: 6.83 eV/Å
- Relative energy (zero: lowest compared OMol25 entry of this formula, charge and spin): 241.7 kcal/mol